No. 1
# C2H10O2S2

A 3-piece molecular cluster, C2H10O2S2 overall (ωB97M-V/def2-TZVPD, the OMol25 dataset).

## Properties
SMILES: CCSS.O.O
Spin multiplicity: 1
Energy above the lowest of the compared OMol25 structures with the same formula, charge and spin in eV: 0.392
Kohn-Sham gap in eV: 9.54

CARTESIAN COORDINATES (ANGSTROEM)
C  -0.9956  -0.6740  2.0245
C  -0.7008  0.4222  1.0152
S  -2.0489  0.6101  -0.1475
S  -1.2130  2.0383  -1.4189
H  -1.9684  -0.5518  2.4997
H  -1.0209  -1.6401  1.5289
H  -0.2098  -0.7073  2.7696
H  -0.5807  1.4081  1.4572
H  0.2169  0.1677  0.4808
H  -0.6385  1.2439  -2.3291
H  3.1578  -0.6910  0.1102
H  2.4142  0.2667  -0.8106
O  2.7255  0.1681  0.0966
H  0.7889  -0.4209  -2.9908
H  -0.4241  -0.7112  -2.0570
O  0.4975  -0.9287  -2.2288

No. 2
# C5H10O

A 2-piece molecular cluster, C5H10O overall (ωB97M-V/def2-TZVPD, the OMol25 dataset).

## Properties
SMILES: C=CC.CC=O
Spin multiplicity: 1
Energy above the lowest of the compared OMol25 structures with the same formula, charge and spin in eV: 3.001
Kohn-Sham gap in eV: 9.43

CARTESIAN COORDINATES (ANGSTROEM)
C  -1.4963  1.2241  0.5735
C  -1.0023  -0.1736  0.3706
C  0.0416  -0.6719  1.0604
C  1.4342  -1.0213  -0.4903
C  0.9427  0.1549  -1.2810
O  2.5674  -0.9753  -0.0454
H  -0.6875  1.9319  0.7786
H  -2.1013  1.1461  1.4855
H  -2.1379  1.6176  -0.2190
H  -0.1665  0.1762  -1.1700
H  -1.6636  -0.8449  -0.1821
H  0.0362  -1.7028  1.3665
H  0.6860  -0.0019  1.6198
H  0.9266  -1.9843  -0.7207
H  1.2955  0.0437  -2.3090
H  1.3251  1.0814  -0.8374

No. 3
# C23H41BF4GaP2

C23H41BF4GaP2 as an isolated structure (ωB97M-V/def2-TZVPD, the OMol25 dataset).

## Properties
Spin multiplicity: 1
Kohn-Sham gap (alpha / beta) in eV: 4.56 / 4.30
Net charge: +1

CARTESIAN COORDINATES (ANGSTROEM)
Ga  0.1870  -1.0473  -2.8980
C  -0.8878  -2.0006  3.2089
C  0.4154  -2.2947  2.7023
C  0.6405  -0.6841  4.3168
C  -0.7519  -0.9811  4.1800
C  1.3600  -1.5202  3.4382
C  -2.1485  -2.6832  2.8408
H  -2.0844  -3.1368  1.8357
H  -3.0187  -2.0044  2.8707
H  -2.3867  -3.5184  3.5317
C  -1.8018  -0.4627  5.0616
H  -2.7770  -0.9278  4.8506
H  -1.9112  0.6262  4.9569
H  -1.5410  -0.6548  6.1137
C  1.1763  0.1837  5.3762
H  0.8407  -0.1592  6.3690
H  0.8295  1.2193  5.2577
H  2.2725  0.1907  5.3579
C  2.8313  -1.6373  3.3914
H  3.2272  -2.3312  4.1624
H  3.3343  -0.6671  3.5555
H  3.1474  -2.0489  2.4212
C  0.7572  -3.3888  1.7648
H  0.8893  -4.3180  2.3462
H  1.7067  -3.2205  1.2246
H  -0.0425  -3.5843  1.0304
C  -1.4793  1.0988  -3.8183
C  -1.4807  -0.3100  -4.0135
C  -0.8236  -1.0223  -5.2395
C  0.6479  -0.4905  -5.4525
C  1.4244  -0.2128  -4.1446
C  1.5605  1.1542  -3.3875
C  0.8181  2.3171  -4.0253
C  -0.5922  2.0269  -4.5679
H  -1.4312  -0.8977  -6.1580
H  0.6303  0.3664  -6.1245
H  -0.8160  -2.1064  -4.9874
H  -0.5301  1.6766  -5.6134
H  -2.3869  1.5561  -3.3786
H  -2.4300  -0.7845  -3.7115
H  -1.1210  3.0040  -4.5822
H  0.7622  3.1269  -3.3044
H  2.6168  1.4916  -3.3966
H  1.4347  2.7151  -4.8475
H  1.1419  -1.2845  -6.0408
H  2.3915  -0.7121  -4.2520
P  -1.3980  0.1506  0.1524
C  -2.7896  1.3275  -0.0486
C  -2.1741  -1.2807  -0.7398
P  1.6140  1.1709  -1.3591
C  -0.1801  1.2215  -0.9264
C  2.6392  -0.2997  -1.0659
C  2.1707  2.4772  -0.3023
H  -2.6252  2.1489  0.6756
H  -3.7114  0.7880  0.2040
H  -2.8541  1.6993  -1.0768
H  -1.7753  -1.5085  -1.7702
H  -3.2544  -1.1032  -0.7658
H  -1.9505  -2.1199  -0.0562
H  2.4477  3.3167  -0.9452
H  3.0134  2.0711  0.2777
H  1.4376  2.8178  0.4532
H  -0.2336  2.1385  -0.3022
H  -0.6762  1.5027  -1.8780
H  3.1812  -0.1038  -0.1331
H  3.3691  -0.2795  -1.8892
H  2.1610  -1.2949  -0.9979
F  -0.3012  1.3761  2.4639
B  -0.6051  2.7246  2.8685
F  0.5538  3.4857  2.6480
F  -1.6829  3.1490  2.0526
F  -0.9765  2.7627  4.2397

No. 4
# CH3ClN2O2

A 2-piece molecular cluster, CH3ClN2O2 overall (ωB97M-V/def2-TZVPD, the OMol25 dataset).

## Properties
SMILES: C=NCl.O=NO
Spin multiplicity: 1
Energy above the lowest of the compared OMol25 structures with the same formula, charge and spin in eV: 2.603
Kohn-Sham gap in eV: 10.25

CARTESIAN COORDINATES (ANGSTROEM)
C  -1.4100  0.7158  0.7308
N  -0.6341  0.8059  -0.1827
N  1.3701  -1.4191  0.1229
O  1.5852  -1.0215  -1.2022
O  2.1913  -2.0836  0.6449
Cl  -0.6186  2.3339  -1.2162
H  -1.3013  -0.1231  1.4451
H  0.7681  -0.7213  -1.4650
H  -1.9506  1.5131  1.1225

No. 5
# C4H4N2O

One molecule with the formula C4H4N2O (ωB97M-V/def2-TZVPD, the OMol25 dataset).

## Properties
SMILES: O=Cc1cnc[nH]1
Spin multiplicity: 1
Energy above the lowest of the compared OMol25 structures with the same formula, charge and spin in eV: 1.294
Kohn-Sham gap in eV: 9.76

CARTESIAN COORDINATES (ANGSTROEM)
O  -2.4012  -1.2526  0.0678
C  -1.7095  -0.2697  0.1825
C  -0.4397  0.0047  -0.5418
C  0.1724  1.2328  -0.4418
N  1.4579  1.1280  -0.0133
C  1.6582  -0.1681  0.1353
N  0.5766  -0.8899  -0.2217
H  -1.8105  0.4478  1.0444
H  -0.3276  2.1844  -0.5756
H  2.5317  -0.6137  0.5915
H  0.4517  -1.8889  -0.1578

No. 6
# C7H5FNO3S

C7H5FNO3S as an isolated structure (ωB97M-V/def2-TZVPD, the OMol25 dataset).

## Properties
Expectation value of S²: 2.04
Spin multiplicity: 3
Kohn-Sham gap (alpha / beta) in eV: 5.42 / 5.42
Net charge: -1

CARTESIAN COORDINATES (ANGSTROEM)
C  -2.6234  -0.9504  1.0164
C  -1.6772  -1.7916  0.3367
C  -2.4311  0.4219  0.9644
C  -0.5327  -1.3086  -0.2400
C  -1.3162  0.8669  0.2583
C  -0.3802  0.0404  -0.3219
C  0.9262  0.6683  -0.6757
N  1.9396  -0.1300  -0.4709
O  3.4166  1.1348  -2.1561
O  1.0494  1.8766  -0.8785
O  3.3492  1.8562  0.2697
F  4.5452  -0.1078  -0.3999
S  3.1928  0.9033  -0.7872
H  -3.4571  -1.5636  1.5967
H  -1.9357  -2.8057  0.3569
H  -2.9804  1.2299  1.4675
H  0.1648  -2.2148  -0.6067
H  -1.2496  1.8741  0.2703

No. 7
# CH10O3

A 4-piece molecular cluster, CH10O3 overall (ωB97M-V/def2-TZVPD, the OMol25 dataset).

## Properties
Expectation value of S²: 0.76
Spin multiplicity: 2
Energy above the lowest of the compared OMol25 structures with the same formula, charge and spin in eV: 0.768
Kohn-Sham gap (alpha / beta) in eV: 11.59 / 4.42
Net charge: +1

CARTESIAN COORDINATES (ANGSTROEM)
C  -1.0186  -1.7933  -1.4541
H  -0.3415  -1.3163  -0.7460
H  -1.4280  -0.9439  -2.1368
H  -1.9323  -2.2341  -0.9382
H  -0.4592  -2.6028  -1.7222
H  -0.7334  0.8795  0.1528
H  -0.5867  2.5267  -0.0295
O  -1.1859  1.7526  0.1994
H  1.9590  -0.7647  1.4638
H  1.1681  -0.3476  0.1746
O  1.1076  -0.7649  1.0135
H  0.5047  1.8400  0.9524
H  1.4850  1.8646  2.0320
O  1.4611  1.9041  1.0385

No. 8
# C21H49AlFO4

C21H49AlFO4 as an isolated structure (ωB97M-V/def2-TZVPD, the OMol25 dataset).

## Properties
Spin multiplicity: 1
Energy above the lowest of the compared OMol25 structures with the same formula, charge and spin in eV: 0.000
Kohn-Sham gap in eV: 6.82
Net charge: -1

CARTESIAN COORDINATES (ANGSTROEM)
C  6.3643  1.1462  2.5553
C  6.3677  1.5723  1.0928
C  6.8436  0.5471  0.0966
C  6.0053  2.8330  0.7879
C  5.2064  3.3251  -0.3965
C  3.6797  3.1505  -0.1744
C  2.9706  2.1526  -1.1014
C  3.7199  0.8062  -1.1041
C  1.5418  1.8919  -0.6268
C  0.6241  3.1283  -0.4799
Al  -0.2424  3.0756  1.3425
F  1.0032  2.4480  2.4046
C  -1.7985  1.7956  1.4554
C  -2.7961  1.8755  0.3033
O  -4.1484  2.0866  0.7847
H  7.0913  1.7242  3.1332
H  5.3648  1.2705  2.9591
H  6.6454  0.0984  2.6480
H  6.6776  -0.4598  0.4886
H  6.3401  0.5868  -0.8651
H  7.9229  0.6447  -0.0281
H  6.2672  3.5975  1.5193
H  5.3856  4.4005  -0.4702
H  5.5515  2.9078  -1.3458
H  3.2140  4.1214  -0.3314
H  3.5097  2.8633  0.8655
H  2.9578  2.5818  -2.1086
H  4.0387  0.6030  -0.0785
H  4.5849  0.8250  -1.7612
H  3.0315  0.0065  -1.3797
H  1.6051  1.3343  0.3156
H  1.0909  1.2060  -1.3529
H  1.1653  4.0615  -0.6476
H  -0.1608  3.1077  -1.2444
H  -0.6037  4.5632  1.8809
H  -2.3455  2.0491  2.3678
H  -1.4460  0.7664  1.5695
H  -2.5776  2.6720  -0.4139
H  -2.7929  0.9179  -0.2282
H  -4.7281  1.5465  0.2456
C  1.4726  -2.0361  2.3163
C  2.6595  -1.4294  3.0501
C  2.3784  0.0108  3.4422
O  3.8301  -1.5014  2.2274
H  1.2687  -1.4762  1.3995
H  1.6834  -3.0695  2.0326
H  0.5742  -2.0184  2.9350
H  2.8819  -2.0249  3.9387
H  2.1939  0.6247  2.5604
H  3.2348  0.4416  3.9650
H  1.5034  0.0877  4.0875
H  3.6532  -0.9789  1.4368
C  -5.5343  -1.9844  0.4265
C  -6.7666  -1.0995  0.3470
C  -8.0277  -1.9165  0.1054
O  -6.5995  -0.1355  -0.6902
H  -5.3957  -2.5172  -0.5178
H  -4.6418  -1.3806  0.5927
H  -5.6120  -2.7175  1.2314
H  -6.8698  -0.5327  1.2728
H  -7.9559  -2.4550  -0.8446
H  -8.8998  -1.2647  0.0462
H  -8.1885  -2.6433  0.9035
H  -6.4969  -0.6068  -1.5251
C  -4.9039  -4.6036  -4.8047
C  -4.2208  -3.4185  -4.1387
C  -2.9712  -3.8460  -3.3850
O  -5.1273  -2.7635  -3.2519
H  -5.2170  -5.3340  -4.0532
H  -5.7977  -4.2794  -5.3386
H  -4.2366  -5.1001  -5.5107
H  -3.9557  -2.6783  -4.8943
H  -3.2285  -4.5541  -2.5920
H  -2.4966  -2.9857  -2.9136
H  -2.2494  -4.3212  -4.0507
H  -5.3786  -3.3976  -2.5723

The calculation returns the following max |F| values, one per record and in order: 1.020 2.278 4.299 5.871 0.916 6.054 4.588 1.153 eV/A.